Entry 1:
42
Properties=species:S:1:pos:R:3 method="wB97M-V/def2-TZVPD" total_charge=+2 gap_ev="7.73 / 4.52" lumo_energy_ev="-6.86 / -10.72" multiplicity=5
Ru 0.135 0.080 1.199
S -0.167 -0.988 5.719
P 0.833 2.157 0.213
N -0.089 -0.888 2.938
N 0.816 -1.889 0.205
C 1.308 3.615 1.198
C -1.878 -1.074 -0.798
C -1.681 -2.379 -0.062
C -2.904 0.221 -2.590
C 1.957 -2.362 1.027
C -0.113 -0.860 4.146
C -0.265 -2.907 0.257
C 1.283 -1.643 -1.183
C -2.324 1.396 -2.116
C -1.315 0.122 -0.332
C -2.676 -0.999 -1.959
C -0.774 2.588 -0.542
C 2.005 1.959 -1.150
C -1.524 1.350 -0.974
H -2.210 -2.351 0.907
H 1.030 1.202 2.172
H 1.431 4.504 0.562
H -3.527 0.268 -3.489
H 2.674 -1.542 1.146
H 0.017 -3.718 -0.445
H 0.434 -1.258 -1.759
H 2.932 1.505 -0.757
H -1.301 3.164 0.241
H -0.568 3.247 -1.401
H -2.426 2.367 -2.624
H -3.083 -1.934 -2.364
H -2.165 -3.173 -0.646
H 2.219 2.950 -1.583
H 0.529 3.810 1.950
H -0.264 -3.320 1.286
H 0.045 1.475 1.991
H 1.597 -2.667 2.019
H 2.250 3.393 1.723
H 2.101 -0.908 -1.137
H 2.449 -3.224 0.553
H 1.644 -2.594 -1.622
H 1.567 1.305 -1.920

---

Entry 2:
15
Properties=species:S:1:pos:R:3 method="wB97M-V/def2-TZVPD" total_charge=-1 gap_ev=6.29 lumo_energy_ev=3.31 multiplicity=1
O -1.669 2.300 0.222
O 1.017 -2.153 0.714
C -1.474 1.173 0.888
C 1.554 0.099 -0.748
C -0.767 -0.012 0.106
C 0.161 0.399 -0.937
H 1.331 -3.008 0.385
H -2.355 0.710 1.390
H -0.731 1.255 1.742
H -0.233 -0.730 0.749
H 2.291 0.424 -1.470
H 1.824 -0.202 0.256
H -1.533 -0.649 -0.379
H -0.191 1.102 -1.683
H 0.775 -0.708 -1.237

---

Entry 3:
9
Properties=species:S:1:pos:R:3 method="wB97M-V/def2-TZVPD" total_charge=-1 gap_ev=7.23 lumo_energy_ev=3.68 multiplicity=1
S -1.427 1.747 0.935
O 2.415 -1.961 -2.354
O -2.161 0.450 0.884
O 0.407 0.953 0.293
O -1.061 2.348 2.192
N 0.793 -1.120 -0.872
N 0.252 -0.398 0.205
C 1.688 -1.476 -1.547
H -0.908 -0.543 0.264

---

Entry 4:
12
Properties=species:S:1:pos:R:3 method="wB97M-V/def2-TZVPD" gap_ev=9.06 smiles="[H]/N=C/N.C=N" lumo_energy_ev=1.04 multiplicity=1
N -1.767 -0.211 -1.057
N 1.731 0.716 -0.151
N -0.816 0.031 1.089
C -1.846 -0.157 0.205
C 2.619 -0.197 -0.145
H 0.159 0.012 0.804
H 3.025 -0.442 0.838
H 1.323 0.692 -1.097
H 2.990 -0.859 -0.929
H -2.821 -0.105 0.707
H -1.129 0.101 2.039
H -1.991 -1.036 -1.602

---

Quick rundown of energy above the lowest of the compared OMol25 structures with the same formula, charge and spin, same order as above: 0.132, 6.692, 2.261, 2.295 eV
Quick rundown of M, same order as above: 383.46, 89.11, 137.10, 73.10 g/mol